[1]
DFT (ωB97M-V/def2-TZVPD) results for a cluster of 2 separate species, C20H16N2O3 in total.

```
41
Properties=species:S:1:pos:R:3:mulliken_charge:R:1
O 2.24 -0.53 -0.09 -0.596
C 1.89 -1.73 -0.26 0.660
C 2.78 -2.93 -0.31 -0.555
N 4.21 -2.84 -0.36 0.932
O 4.83 -3.95 -0.36 -0.645
O 4.81 -1.74 -0.41 -0.585
C 2.23 -4.21 -0.36 -0.377
C 0.85 -4.41 -0.37 -0.515
C -0.02 -3.29 -0.39 -0.472
C 0.47 -2.01 -0.38 0.034
H 2.91 -5.07 -0.39 0.427
H 0.46 -5.43 -0.38 0.326
H -1.10 -3.44 -0.40 0.350
H -0.21 -1.16 -0.39 0.212
C -3.46 1.58 0.23 -1.184
N -2.00 1.54 0.17 0.111
C -1.32 1.43 1.37 0.639
C -2.02 1.42 2.58 -0.791
C -1.33 1.36 3.79 -0.633
C 0.07 1.38 3.80 -0.723
C 0.79 1.37 2.61 -0.739
C 0.12 1.34 1.36 1.251
C 0.81 1.28 0.15 -0.799
C 0.13 1.54 -1.04 1.331
C -1.31 1.63 -1.04 1.196
C -1.99 1.82 -2.26 -1.183
C -1.28 1.94 -3.45 -0.707
C 0.13 1.95 -3.45 -0.730
C 0.82 1.75 -2.25 -0.747
H -3.89 1.64 -0.76 0.249
H -3.84 0.66 0.70 0.400
H -3.81 2.44 0.81 0.386
H -3.11 1.43 2.59 0.422
H -1.89 1.31 4.72 0.411
H 0.60 1.36 4.76 0.364
H 1.88 1.40 2.60 0.458
H 1.89 1.42 0.18 0.343
H -3.07 1.85 -2.31 0.244
H -1.82 2.05 -4.39 0.418
H 0.67 2.07 -4.38 0.375
H 1.91 1.77 -2.22 0.445
```

As for the calculated total energy: -30117.857 eV. The HOMO energy comes out at -0.2539 Ha. As for the gap between HOMO and LUMO: 5.084 eV.

***

[2]
DFT (ωB97M-V/def2-TZVPD) results for a cluster of 2 separate species, C10H16O in total.

```
27
Properties=species:S:1:pos:R:3:lowdin_spin:R:1
C 2.47 0.65 0.79 0.002
C 2.91 1.39 2.05 0.001
H 3.11 -0.23 0.61 0.000
H 1.46 0.26 0.90 0.001
H 2.53 1.29 -0.09 0.000
H 2.88 0.72 2.92 0.000
H 3.93 1.73 1.94 0.000
H 2.26 2.23 2.27 0.000
C 0.24 -1.60 -1.36 0.045
C -0.45 -2.23 -2.60 0.023
C -0.68 -0.70 -0.61 0.259
C -1.26 0.43 -1.26 0.058
C -0.93 -0.92 0.77 0.044
C -2.03 1.30 -0.56 0.084
C -1.71 -0.06 1.49 0.097
C -2.28 1.06 0.82 0.191
O -3.02 1.86 1.54 0.174
H 0.55 -2.40 -0.71 0.000
H 1.13 -1.04 -1.66 0.018
H -1.02 -1.50 -3.17 0.000
H -1.07 0.60 -2.31 -0.001
H -0.47 -1.76 1.26 -0.001
H -2.46 2.17 -1.04 0.001
H -1.90 -0.21 2.54 0.002
H -3.37 2.60 1.03 0.000
H -1.12 -3.02 -2.29 0.000
H 0.31 -2.62 -3.27 0.002
```

As for the calculated total energy: -12669.179 eV. The HOMO energy (spin up / spin down) comes out at -0.5090 / -0.5387 Ha. As for the charge: +1. Its spin multiplicity is 2. As for the gap between HOMO and LUMO (spin up / spin down): 10.176 / 7.281 eV.